No. 1
Density functional theory data (the ωB97M-V functional and the def2-TZVPD basis) for the ion C5H13N with charge -1.

Bonds (Å) are listed after each position.
Cartesian coordinates (Å):
1 C 2.27499 -0.00594 -0.96259  C2 1.542, H7 1.086, H8 1.086, H9 1.092
2 C 1.02078 0.77932 -0.52800  C1 1.542, N3 1.452, H10 1.100, H11 1.094
3 N -0.02541 -0.08591 -0.01303  C2 1.452, C4 1.455, C6 1.447
4 C -1.00283 0.61613 0.80534  N3 1.455, C5 1.536, H12 1.105, H13 1.094
5 C -1.49621 -0.28301 1.94895  C4 1.536, H14 1.094, H15 1.088, H16 1.089
6 C -0.66706 -0.86198 -1.05169  N3 1.447, H17 1.087, H18 1.099, H19 1.099
7 H 3.14302 0.38932 -0.44392  C1 1.086
8 H 2.17200 -1.06240 -0.73086  C1 1.086
9 H 2.44563 0.04691 -2.03949  C1 1.092
10 H 0.69132 1.42465 -1.35522  C2 1.100
11 H 1.29392 1.44516 0.29544  C2 1.094
12 H -1.87317 0.89949 0.18547  C4 1.105
13 H -0.58783 1.54071 1.21818  C4 1.094
14 H -2.53720 -0.07597 2.21479  C5 1.094
15 H -0.87574 -0.16506 2.83466  C5 1.088
16 H -1.42825 -1.32475 1.63914  C5 1.089
17 H -1.59535 -1.30504 -0.69868  C6 1.087
18 H -0.01872 -1.68952 -1.37209  C6 1.099
19 H -0.93389 -0.28210 -1.94640  C6 1.099

Properties
Multiplicity: 2
<S²>: 0.75
Total charge: -1
LUMO energy (alpha / beta) in Ha: 0.158 / 0.158
HOMO-LUMO gap (alpha / beta) in eV: 2.7 / 9.0

No. 2
Density functional theory data (the ωB97M-V functional and the def2-TZVPD basis) for a cluster of 2 separate species, C5H13N in total.

Bonds (Å) are listed after each position.
Cartesian coordinates (Å):
1 C -2.05172 3.08924 -0.36443  C2 1.449, H4 1.135, H5 1.163, H6 1.071
2 C -0.83065 2.89171 -1.11826  C1 1.449, C3 1.404, H7 1.136
3 C 0.12243 1.89011 -0.87385  C2 1.404, H8 1.108, H9 1.188
4 H -2.55891 2.10813 -0.10480  C1 1.135
5 H -2.81711 3.78882 -0.89130  C1 1.163
6 H -1.79508 3.57897 0.55241  C1 1.071
7 H -0.44568 3.82628 -1.63595  C2 1.136
8 H 1.20779 2.05838 -0.73073  C3 1.108
9 H -0.15991 0.97866 -0.16608  C3 1.188
10 C 2.01380 -2.91746 -0.02358  N11 1.548, H13 1.113, H14 1.107, H15 1.129
11 N 1.28855 -1.97181 0.96476  C10 1.548, C12 1.410, H16 1.043
12 C -0.10785 -1.87825 0.79561  N11 1.410, H17 1.166, H18 1.112, H19 1.090
13 H 2.87560 -2.26438 -0.28812  C10 1.113
14 H 1.20138 -3.16828 -0.73239  C10 1.107
15 H 2.06084 -3.95602 0.41761  C10 1.129
16 H 1.48419 -2.30568 1.93292  N11 1.043
17 H -0.60363 -2.92936 0.89447  C12 1.166
18 H -0.55911 -1.25322 1.59771  C12 1.112
19 H -0.32491 -1.56586 -0.22601  C12 1.090

Properties
SMILES: C=CC.CNC
LUMO energy in Ha: 0.040
HOMO-LUMO gap in eV: 9.7

The calculation returns the following calculated total energy values, one per record and in order: -6883.818; -6882.729 eV.
The calculation returns the following ΔE to the lowest compared entry with this formula, charge and spin values, one per record and in order: 16.2; 80.0 kcal/mol.
The calculation returns the following F_max values, one per record and in order: 0.74; 5.09 eV/A.